29
Properties=species:S:1:pos:R:3:mulliken_charge:R:1 method="wB97M-V/def2-TZVPD" e_above_lowest_kj_mol=0.00 orbital_gap_ev=8.924 spin_multiplicity=1 mol_weight_g_mol=198.011 e_lumo_ev=0.5 smiles=Cc1ccc(C[PH3]CB(O)O)cc1
C -1.09375 4.39206 -0.26777 -1.391
C -1.16551 2.89155 0.00843 0.958
C -2.27444 2.31927 0.56471 -0.651
C -2.31383 0.96630 0.80729 -0.565
C -1.24240 0.17218 0.46800 0.769
C -1.35072 -1.32650 0.78275 -1.191
P 0.12135 -2.37587 0.19569 0.351
C 1.67641 -3.35615 -0.42372 -0.821
B 2.84503 -2.35084 -0.73584 0.636
O 2.92550 -1.76881 -2.00031 -0.554
O 3.82778 -1.99527 0.17859 -0.552
C -0.15270 0.75419 -0.12057 -0.047
C -0.09305 2.11672 -0.34806 -1.057
H -1.50114 4.92046 0.59671 0.364
H -1.67957 4.60810 -1.16465 0.284
H -0.05390 4.67543 -0.42778 0.340
H -3.13356 2.91999 0.84865 0.360
H -3.20911 0.55828 1.26455 0.400
H -1.33549 -1.40772 1.88017 0.392
H -2.30116 -1.71458 0.40097 0.485
H -0.32805 -3.48688 0.95501 0.016
H 1.01092 -1.48006 0.87647 -0.104
H -0.28693 -2.25493 -1.16723 0.003
H 1.97769 -4.09573 0.32807 0.278
H 1.42841 -3.84545 -1.37339 0.304
H 2.77868 -0.81790 -1.95424 0.294
H 3.41418 -1.75463 1.01742 0.300
H 0.71860 0.17483 -0.39991 0.092
H 0.79075 2.56192 -0.78999 0.308